The following is a DFT calculation (wB97M-V/def2-TZVPD) of one molecule with the formula C6H9N at a distorted geometry.

Output
**2S+1**: 1
**Net charge**: 0
**Energy relative to the best compared isomer or geometry (same formula, charge and spin)**: 103.8 kcal per mole

Last column: natural (NBO) charge in e.
Positions of all 16 atoms, in Å:
1 C 2.63160 0.79208 2.14877  -0.683
2 C 1.70751 0.19395 1.18579  0.013
3 C 0.96347 -0.31691 0.38692  -0.039
4 C -0.01215 -0.87398 -0.55413  -0.481
5 C -1.41228 -0.40144 -0.16599  -0.222
6 C -2.47237 0.70263 -1.93187  -0.061
7 N -2.38718 -0.41972 -1.25341  -0.577
8 H 2.79240 1.85299 1.93344  0.235
9 H 3.60226 0.28829 2.11465  0.236
10 H 2.24207 0.70891 3.16819  0.235
11 H 0.03477 -1.96815 -0.56067  0.232
12 H 0.21918 -0.53931 -1.57558  0.238
13 H -1.82248 -0.92355 0.69653  0.206
14 H -1.44511 1.13554 -1.86470  0.077
15 H -1.38718 0.65700 0.10720  0.203
16 H -3.23681 -0.95551 -1.09907  0.388

Forces on the atoms, in the same order (eV/Å):
0.0669 0.0405 0.0626
-0.3132 -0.2690 -0.3562
0.4094 0.1423 0.3491
-0.0161 -0.0871 0.0011
0.1686 0.1840 0.4998
-0.2073 -0.6755 -1.3721
-0.3580 0.9848 0.2913
-0.0345 -0.1506 0.0123
-0.1233 0.0662 0.0070
0.0437 0.0035 -0.1472
0.0262 0.1071 -0.0108
-0.0985 0.0033 0.2299
0.1714 -0.2590 0.0364
-0.3922 0.2489 0.1800
0.4498 -0.3477 0.4040
0.2073 0.0086 -0.1872

=====

The following is a DFT calculation (wB97M-V/def2-TZVPD) of a 3-piece molecular cluster, CH6N2OS2 overall at a distorted geometry.

Output
**2S+1**: 1
**Net charge**: 0
**Energy relative to the best compared isomer or geometry (same formula, charge and spin)**: 73.8 kcal per mole

Last column: natural (NBO) charge in e.
Positions of all 12 atoms, in Å:
1 C 3.62715 -2.46980 -0.42761  -0.051
2 N -2.46897 3.57321 0.42779  -1.066
3 N 4.82490 -2.21541 -0.02290  -0.591
4 O -4.24911 -0.97791 0.62320  -0.827
5 S -2.44012 -0.96966 -1.56158  -0.277
6 S -3.03821 -0.37110 0.19030  1.103
7 H 3.41096 -3.46254 -0.57424  0.144
8 H 2.89842 -1.66255 -0.68368  0.172
9 H -2.28945 3.32214 1.34743  0.349
10 H -3.54032 3.63032 0.37494  0.356
11 H -2.12424 4.60096 0.32767  0.362
12 H 5.38898 -2.99766 -0.02132  0.326

Forces on the atoms, in the same order (eV/Å):
2.4182 2.3517 0.5870
-1.8315 2.9302 -2.3729
-2.9922 3.0295 -0.9253
-1.6366 -0.5981 0.9205
-0.3739 0.7699 1.7838
2.0368 -0.1357 -2.7168
-1.3009 -2.3089 -0.7142
0.6370 -0.6724 0.6336
0.5564 -0.5506 2.1656
2.1123 0.0066 -0.0058
-0.8597 -2.4243 0.2263
1.2341 -2.3980 0.4181

=====

The following is a DFT calculation (wB97M-V/def2-TZVPD) of one molecule with the formula C3H2N2O at a distorted geometry.

Output
**2S+1**: 1
**Net charge**: 0
**SMILES string**: O=C1N=CC=N1
**Energy relative to the best compared isomer or geometry (same formula, charge and spin)**: 11.2 kcal per mole

Last column: natural (NBO) charge in e.
Positions of all 8 atoms, in Å:
1 O 2.44684 0.01201 -0.07140  -0.437
2 C 1.27797 -0.08166 0.04880  0.719
3 N 0.50780 1.17884 0.09006  -0.423
4 C -0.69133 0.84542 0.03273  0.072
5 C -0.75353 -0.74584 -0.11757  0.079
6 N 0.42578 -1.22381 0.18101  -0.437
7 H -1.62153 1.46672 -0.03208  0.212
8 H -1.59200 -1.45168 -0.13154  0.214

Forces on the atoms, in the same order (eV/Å):
0.6172 -1.1649 -0.0827
-0.0001 1.7820 0.7940
-0.0079 0.5624 0.2229
-1.9329 -1.7218 -1.4626
1.7712 -0.2466 2.4013
-1.7242 0.5153 -1.8711
1.2278 -0.3332 0.2590
0.0489 0.6068 -0.2606

=====

The following is a DFT calculation (wB97M-V/def2-TZVPD) of C6H8O5Yb as an isolated structure at a distorted geometry.

Output
**2S+1**: 2
**Net charge**: +1
**Energy relative to the best compared isomer or geometry (same formula, charge and spin)**: 10.5 kcal per mole

Last column: natural (NBO) charge in e.
Positions of all 20 atoms, in Å:
1 Yb 1.03679 2.58184 0.34351  0.996
2 O -0.99868 1.47793 1.02885  -0.800
3 O -2.95421 0.58714 1.30862  -0.460
4 C -3.60025 0.00782 2.45401  -0.105
5 C -2.46375 -0.77058 3.12846  -0.102
6 O -1.29636 -0.31160 2.43052  -0.447
7 C -1.63995 0.51442 1.45732  1.042
8 H -3.98670 0.82272 3.07600  0.209
9 H -4.41406 -0.62952 2.09649  0.221
10 H -2.54134 -1.85547 3.00574  0.213
11 H -2.34070 -0.51072 4.18487  0.218
12 O 1.24641 -0.03646 -0.68682  -0.590
13 C 2.02879 -0.51850 -1.82852  -0.143
14 C 1.99214 -2.02171 -1.60352  -0.143
15 O 1.23382 -2.14452 -0.35896  -0.455
16 C 0.77853 -1.02050 0.05937  0.469
17 H 1.51190 -0.15814 -2.72172  0.217
18 H 3.02864 -0.07997 -1.77350  0.214
19 H 2.97711 -2.46175 -1.42163  0.224
20 H 1.45210 -2.57646 -2.37525  0.223

Forces on the atoms, in the same order (eV/Å):
-0.5316 -0.6471 0.1046
1.3531 -1.4897 -0.6534
-0.3725 -0.5395 -0.4653
-0.2684 -0.4380 -0.0905
-0.3522 -0.3356 0.1376
0.9380 0.2302 -0.7106
-1.1142 2.7987 2.0195
0.0616 -0.1701 -0.2090
0.1499 0.1867 0.1917
0.0466 0.2598 0.0342
0.0143 -0.1438 -0.2806
0.0856 0.8489 -0.2893
0.1659 0.0266 -0.2871
0.4434 -0.1059 -0.3139
-0.1315 -0.3863 -0.3712
-0.3540 0.1003 1.0056
0.1784 -0.2592 0.0850
-0.1967 -0.1212 0.0284
-0.2728 0.0784 -0.1311
0.1570 0.1067 0.1955

=====

Q: What is the net charge in the second record?
A: 0